one) DFT (ωB97M-V/def2-TZVPD) results for a single C2H3NOS2 molecule.

Geometry (Å):
C 0.37 -0.36 0.58
C -0.10 0.66 -0.46
H -0.99 -1.72 -0.16
H 0.01 -2.27 1.17
H 0.19 2.80 -1.22
N -0.26 -1.56 0.51
O 1.23 -0.07 1.38
S 0.80 2.13 -0.23
S -1.25 0.40 -1.57

Values from the calculation:
Multiplicity ... 1
Structure (SMILES) ... NC(=O)C(=S)S
Highest occupied orbital energy ... -9.19 eV
Molar mass ... 121.19 g mol⁻¹
Orbital gap ... 8.09 eV

two) DFT (ωB97M-V/def2-TZVPD) results for a single C2H3NOS2 molecule.

Geometry (Å):
C -0.94 -0.65 -0.49
C -1.14 0.59 -0.80
N -0.07 -1.34 0.27
O 3.38 0.74 1.70
S 1.31 -1.17 0.96
S 2.04 0.81 1.09
H -1.70 -1.27 -0.97
H -1.85 0.81 -1.56
H -1.01 1.48 -0.21

Values from the calculation:
Multiplicity ... 1
Highest occupied orbital energy (alpha / beta) ... -8.90 / -8.54 eV
Molar mass ... 121.19 g mol⁻¹
Orbital gap (alpha / beta) ... 7.36 / 7.17 eV

three) DFT (ωB97M-V/def2-TZVPD) results for a single C2H3NOS2 molecule.

Geometry (Å):
C 1.52 0.27 0.02
C -1.67 -0.79 -0.01
H 2.30 0.75 0.60
H 0.35 1.82 0.48
H -1.04 -0.98 0.87
N 0.35 0.93 0.00
O -2.68 -1.41 -0.25
S 1.90 -1.17 -0.69
S -1.03 0.58 -1.01

Values from the calculation:
Multiplicity ... 1
Structure (SMILES) ... O=CSNC=S
Highest occupied orbital energy ... -8.86 eV
Molar mass ... 121.19 g mol⁻¹
Orbital gap ... 8.97 eV

one) (1.085 eV below the next structure)

one) DFT (ωB97M-V/def2-TZVPD) results for a single C2H3NOS2 molecule.

Geometry (Å):
C 1.00 0.09 -0.20
C 0.07 0.05 0.97
H -0.53 -0.18 -2.74
H 2.05 0.20 0.06
H -1.94 -0.07 2.02
N 0.78 0.00 -1.46
O -0.54 -0.15 -1.79
S -1.63 -0.13 0.69
S 0.74 0.20 2.45

Values from the calculation:
Multiplicity ... 1
Structure (SMILES) ... O/N=C\C(=S)S
Highest occupied orbital energy ... -8.99 eV
Molar mass ... 121.19 g mol⁻¹
Orbital gap ... 8.02 eV

two) DFT (ωB97M-V/def2-TZVPD) results for a single C2H3NOS2 molecule.

Geometry (Å):
C 0.62 0.90 -0.08
C 1.84 0.17 0.05
N -1.19 -0.66 -0.18
O -0.69 0.53 0.05
S 2.22 -1.40 -0.22
S -2.89 -0.58 -0.13
H 0.57 1.91 -0.08
H 2.51 0.96 0.26
H -2.98 -1.82 0.32

Values from the calculation:
Multiplicity ... 1
Highest occupied orbital energy (alpha / beta) ... -8.59 / -8.61 eV
Molar mass ... 121.19 g mol⁻¹
Orbital gap (alpha / beta) ... 7.89 / 6.98 eV

one) (2.989 eV below the next structure)

one) DFT (ωB97M-V/def2-TZVPD) results for 2 unconnected molecules or ions with the total composition C12H16N2O.

Geometry (Å):
C 0.78 -1.00 2.20
C -0.06 -2.82 -0.97
C -0.32 -1.78 -0.06
C 0.64 -1.88 1.01
C 1.50 -2.86 0.62
C -0.78 -2.96 -2.15
C -1.88 -2.14 -2.35
C -1.47 -1.00 -0.26
C -2.24 -1.19 -1.38
N 1.13 -3.40 -0.58
H 1.57 -4.18 -1.04
H -0.66 -3.78 -2.85
H 2.40 -3.19 1.12
H -2.40 -2.26 -3.30
H -1.58 -0.11 0.36
H -0.03 -1.19 2.91
H 0.75 0.07 2.00
H -2.99 -0.47 -1.69
H 1.70 -1.09 2.75
C 0.16 3.04 -0.14
C -0.83 3.92 -0.86
C 0.73 3.61 1.13
O 0.04 4.14 1.97
N 2.09 3.53 1.26
H -0.44 2.18 0.18
H 0.82 2.44 -0.78
H -1.54 4.41 -0.19
H -1.42 3.40 -1.62
H 2.41 3.61 2.22
H 2.61 2.83 0.76
H -0.33 4.69 -1.45

Values from the calculation:
Multiplicity ... 1
Structure (SMILES) ... Cc1c[nH]c2ccccc12.CCC(N)=O
Highest occupied orbital energy ... -7.95 eV
Molar mass ... 204.27 g mol⁻¹
Orbital gap ... 8.63 eV

two) DFT (ωB97M-V/def2-TZVPD) results for 2 unconnected molecules or ions with the total composition C12H16N2O.

Geometry (Å):
C 1.33 -1.36 2.72
C 0.28 -0.21 3.07
C 2.71 -0.87 2.51
O 3.67 -1.45 2.89
N 2.85 0.43 2.00
H 1.30 -1.98 3.82
H 1.02 -1.93 1.84
H -0.74 -0.56 3.42
H -0.16 0.35 2.12
H 3.75 0.90 1.98
H 2.06 0.98 1.54
H 0.53 0.45 3.86
C -1.78 2.34 -0.01
C -2.54 1.47 -2.26
C -1.64 1.42 -1.21
C -1.07 -0.15 -2.81
C -0.80 0.47 -1.46
C -0.55 -1.29 -3.30
C 0.36 -0.17 -0.78
C 0.38 -1.98 -2.49
C 0.84 -1.42 -1.23
N -2.29 0.43 -3.14
H -3.50 2.06 -2.44
H -2.86 0.39 -3.95
H -2.68 2.86 -0.06
H -0.97 3.09 0.09
H -1.02 -1.66 -4.12
H 0.81 0.22 -0.02
H 0.81 -2.83 -2.78
H 1.72 -1.79 -0.82
H -1.84 1.80 1.01

Values from the calculation:
Multiplicity ... 1
Structure (SMILES) ... Cc1c[nH]c2ccccc12.CCC(N)=O
Highest occupied orbital energy ... -7.65 eV
Molar mass ... 204.27 g mol⁻¹
Orbital gap ... 8.38 eV

one) (2.781 eV below the next structure)

one) DFT (ωB97M-V/def2-TZVPD) results for 2 unconnected molecules or ions with the total composition C12H16N2O.

Geometry (Å):
C -1.28 1.61 -2.10
C -0.78 2.31 -3.39
C -1.68 0.27 -2.38
C -2.09 -0.29 -3.54
C -2.10 -1.87 -1.95
N -1.68 -0.76 -1.42
N -2.29 -1.70 -3.32
H -0.43 1.67 -1.39
H -1.98 2.32 -1.61
H -1.58 2.49 -4.08
H -2.22 0.12 -4.52
H -2.09 -2.86 -1.51
H -3.01 -2.21 -3.80
H 0.11 1.94 -3.88
H -0.55 3.36 -3.11
C 3.70 1.76 2.40
C 0.86 -0.38 1.16
C 0.41 -0.89 2.34
C 1.92 0.52 1.18
C 2.55 0.81 2.42
C 1.00 -0.68 3.57
C 2.11 0.19 3.59
O -0.65 -1.78 2.22
H 0.44 -0.64 0.18
H 2.23 1.08 0.27
H 0.50 -0.81 4.52
H -1.01 -2.05 3.06
H 3.37 2.79 2.19
H 4.42 1.49 1.62
H 2.79 0.40 4.42
H 4.13 1.91 3.39

Values from the calculation:
Multiplicity ... 1
Structure (SMILES) ... CCc1c[nH]cn1.Cc1ccc(O)cc1
Highest occupied orbital energy ... -8.08 eV
Molar mass ... 204.27 g mol⁻¹
Orbital gap ... 9.03 eV

two) DFT (ωB97M-V/def2-TZVPD) results for 5 unconnected molecules or ions with the total composition C12H16N2O.

Geometry (Å):
C -4.99 -0.67 -0.13
C -2.74 -0.07 0.07
C -1.91 1.01 0.24
C -0.59 1.04 0.55
C 0.18 2.19 0.10
C 1.56 1.62 -0.36
C 2.11 0.49 0.51
C 3.43 0.14 -0.23
C 3.26 -1.43 -0.32
C 1.18 -0.80 0.72
C -0.15 -0.28 0.64
C -0.98 -1.43 0.29
H -5.58 -0.32 1.27
H -4.29 -2.20 -0.15
H -5.83 -0.39 -1.34
H -2.62 1.92 0.12
H -0.66 2.48 -0.76
H 0.44 3.58 0.59
H 1.52 1.09 -1.42
H 2.34 2.41 -0.44
H 2.21 0.59 1.72
H 4.49 0.80 0.14
H 3.11 0.73 -1.34
H 3.62 -1.86 -1.21
H 3.71 -2.12 0.44
H 1.13 -2.01 -1.04
H 1.15 -1.32 1.77
H -0.59 -2.47 -0.05
N 1.88 -1.71 -0.15
N -2.36 -1.44 0.11
O -4.01 0.40 -0.35

Values from the calculation:
Multiplicity ... 1
Highest occupied orbital energy ... -8.43 eV
Molar mass ... 204.27 g mol⁻¹
Orbital gap ... 8.51 eV

three) DFT (ωB97M-V/def2-TZVPD) results for 2 unconnected molecules or ions with the total composition C12H16N2O.

Geometry (Å):
C -2.75 -0.21 -0.63
C -3.61 -1.31 -0.01
C -1.84 -0.76 -1.68
C -1.44 -0.15 -2.84
C -0.31 -2.00 -2.52
N -1.12 -1.92 -1.50
N -0.45 -0.95 -3.36
H -3.38 0.55 -1.09
H -2.11 0.19 0.16
H -4.08 -1.02 0.93
H -1.65 0.87 -3.13
H 0.39 -2.79 -2.73
H -0.02 -0.75 -4.24
H -2.96 -2.12 0.31
H -4.34 -1.69 -0.72
C -0.02 1.92 2.69
C 1.71 2.02 0.89
C 1.15 1.28 1.94
C 2.75 1.47 0.16
C 1.65 0.06 2.31
C 3.18 0.17 0.45
C 2.66 -0.51 1.54
O 4.07 -0.39 -0.42
H 1.40 3.03 0.66
H 3.28 1.99 -0.64
H 0.09 1.60 3.73
H -0.98 1.60 2.29
H 1.25 -0.49 3.16
H 3.10 -1.47 1.77
H 4.39 -1.24 -0.13
H -0.02 3.00 2.63

Values from the calculation:
Multiplicity ... 1
Structure (SMILES) ... CCc1c[nH]cn1.Cc1ccc(O)cc1
Highest occupied orbital energy ... -8.30 eV
Molar mass ... 204.27 g mol⁻¹
Orbital gap ... 9.07 eV

three) (0.822 eV below the next structure)